The following is a quantum chemistry calculation of a 23-piece molecular cluster, C81H208O45S3 overall at a distorted geometry, from the OMol25 dataset.

E, eV: -211987.197
Orbital gap, eV: 9.190
2S+1: 1
LUMO energy, eV: 0.48

Last column: Mulliken charge in e.
Positions of all 337 atoms, in Å:
C  3.2881  2.1307  -4.8891  0.2438
O  3.8136  2.0341  -6.2071  -0.2900
C  4.9877  1.2291  -6.2968  -0.2990
C  6.1726  2.0336  -5.8777  -0.8988
O  6.3055  2.1041  -4.4491  0.0075
C  7.1929  3.0330  -3.9168  -0.8045
C  7.3153  2.8420  -2.4573  -0.7804
O  6.2415  3.3536  -1.7750  -0.0363
C  6.2400  3.2427  -0.3627  -0.6378
H  3.9487  2.8292  -4.3508  0.1239
H  3.3307  1.1868  -4.3484  -0.2820
H  2.2719  2.5316  -4.9934  0.0154
H  5.1061  0.8771  -7.3401  0.4285
H  4.8924  0.3087  -5.6796  0.0241
H  6.1407  3.0449  -6.3059  0.4020
H  7.0753  1.6229  -6.3458  0.4837
H  6.8490  4.0648  -4.1565  0.3268
H  8.0978  2.9283  -4.4893  0.5155
H  8.2248  3.1743  -1.9862  0.4639
H  7.4209  1.7224  -2.3561  0.2357
H  6.9168  4.0012  0.1461  0.3228
H  6.6735  2.2571  -0.1099  0.4390
H  5.1794  3.3633  -0.0470  -0.0987
C  -0.8698  4.2858  0.7004  0.2479
O  -0.8957  4.4867  2.1130  -0.3677
C  0.4306  4.6161  2.6515  -0.0180
C  1.0937  6.0530  2.4264  -1.2727
O  1.4178  6.2616  1.0340  0.0577
C  2.3791  7.3314  0.8756  -0.9133
C  2.8952  7.2084  -0.6011  -0.4657
O  3.7986  6.1009  -0.6353  -0.2579
C  3.9751  5.7313  -1.9779  0.0171
H  -1.8855  4.4467  0.3849  -0.0980
H  -0.4831  3.2806  0.5284  -0.2020
H  -0.2442  5.0402  0.2480  0.4488
H  1.0654  3.8597  2.2136  -0.1558
H  0.3955  4.3633  3.7016  0.5538
H  2.0404  6.0445  2.9525  0.5771
H  0.3833  6.8201  2.7714  0.3322
H  3.2605  7.1843  1.5312  0.4167
H  1.9374  8.3456  1.1111  0.3060
H  3.4371  8.1468  -0.8180  0.3940
H  2.0164  7.0933  -1.2225  0.2041
H  3.0483  5.7026  -2.5931  0.1293
H  4.5544  4.7714  -1.9468  -0.4154
H  4.5901  6.5360  -2.4622  0.4501
C  3.9880  1.7753  10.5274  -0.6838
O  2.8737  2.2089  9.7453  -0.4018
C  2.9909  1.9679  8.4084  -0.1767
C  1.7705  2.5638  7.7599  -0.5249
O  0.6459  1.7720  8.0809  -0.1158
C  -0.4655  2.2055  7.4359  0.2227
C  -1.6280  1.3230  7.7710  -1.4253
O  -1.5656  0.1307  7.0455  0.5009
C  -2.7577  -0.6129  7.2876  -1.1215
H  4.0232  0.6906  10.6552  0.1958
H  3.9104  2.2635  11.4900  0.2719
H  4.8589  2.0826  9.9438  0.3317
H  3.2413  0.8776  8.1975  0.0305
H  3.9013  2.5144  8.0050  0.5098
H  1.8630  2.6497  6.6556  0.0973
H  1.5907  3.6311  8.0532  0.4614
H  -0.3292  2.1853  6.3179  -0.3772
H  -0.8446  3.2345  7.7537  0.2569
H  -2.4929  1.8306  7.4622  0.9054
H  -1.5387  1.1406  8.8876  0.3340
H  -2.8638  -0.7811  8.3754  0.3823
H  -2.7755  -1.5415  6.7139  0.1077
H  -3.6007  -0.0105  6.9479  0.3672
C  -3.8749  -4.8219  -4.5291  -0.4413
O  -3.1984  -5.2616  -3.3495  -0.5673
C  -2.1906  -4.3649  -2.9941  2.1346
C  -1.3022  -5.1071  -1.9984  -1.1317
O  -0.4241  -4.1523  -1.4020  1.2948
C  0.3916  -4.6541  -0.3287  -1.5939
C  -0.2924  -4.4157  1.0056  0.8053
O  -1.4669  -5.2534  1.2157  -0.3650
C  -1.6135  -5.4970  2.5908  -0.5200
H  -3.9509  -3.7424  -4.5623  0.0213
H  -4.7983  -5.3625  -4.5901  0.3465
H  -3.2558  -5.1078  -5.3947  0.2439
H  -2.5549  -3.4617  -2.4552  -0.6640
H  -1.5847  -4.0727  -3.8530  -0.5273
H  -0.6486  -5.8469  -2.5175  0.1452
H  -1.8491  -5.6544  -1.2061  0.3342
H  1.3282  -4.0915  -0.3020  0.1269
H  0.6310  -5.7193  -0.3610  0.5822
H  -0.5553  -3.3266  1.0114  -0.4806
H  0.4870  -4.6204  1.7518  0.1545
H  -1.5957  -4.6361  3.2581  -0.1223
H  -0.8304  -6.1722  3.0442  0.3120
H  -2.6076  -5.8993  2.8163  0.3678
C  -7.6279  -3.3181  -14.5272  -0.6856
O  -7.2366  -2.3407  -13.5401  -0.3019
C  -8.0039  -2.6813  -12.4146  -0.4620
C  -7.8253  -1.6495  -11.3589  -0.6608
O  -6.5969  -1.7836  -10.6403  -0.2687
C  -6.2714  -0.5606  -10.0953  -0.5640
C  -4.8932  -0.6262  -9.5726  -0.4926
O  -4.9268  -1.2784  -8.3059  -0.3251
C  -3.5780  -1.2290  -7.7586  -0.6577
H  -7.1443  -3.0854  -15.4842  0.2619
H  -8.7341  -3.2530  -14.6796  0.2878
H  -7.4294  -4.3651  -14.2166  0.2748
H  -7.8107  -3.6817  -12.0191  0.3701
H  -9.0859  -2.7281  -12.6899  0.3861
H  -8.5846  -1.7823  -10.5681  0.3198
H  -7.8903  -0.6399  -11.8436  0.2944
H  -6.9447  -0.3466  -9.2351  0.2178
H  -6.4678  0.2294  -10.7885  0.4734
H  -4.5492  0.4187  -9.4219  0.3857
H  -4.1349  -1.1638  -10.2281  0.2725
H  -3.6703  -1.5536  -6.7248  0.1780
H  -3.1336  -0.2252  -7.8457  0.2900
H  -3.0421  -1.9512  -8.3210  0.3774
C  -8.5074  2.1758  -3.0844  -0.5886
O  -8.6167  2.1073  -1.6582  -0.3338
C  -9.1905  0.9109  -1.1480  -0.8312
C  -8.1650  0.1346  -0.3759  -0.6609
O  -7.0354  -0.2272  -1.1718  0.7024
C  -7.0856  -1.4121  -1.9445  -0.6200
C  -5.7411  -1.7201  -2.6115  -0.4979
O  -4.6568  -1.9420  -1.7600  0.2926
C  -4.7017  -3.1070  -0.9931  -0.9193
H  -8.2987  3.2313  -3.3472  0.2052
H  -9.4089  1.8071  -3.5643  0.3679
H  -7.6515  1.5443  -3.3343  0.1211
H  -9.5702  0.3115  -1.9550  0.4112
H  -10.0562  1.1747  -0.5004  0.4102
H  -8.5797  -0.7497  0.0923  0.5846
H  -7.7679  0.7252  0.4177  0.0520
H  -7.7475  -1.2594  -2.8281  0.2854
H  -7.4957  -2.2205  -1.2517  0.2579
H  -5.3858  -0.8928  -3.2434  -0.0581
H  -5.8493  -2.6198  -3.2302  0.4631
H  -3.7538  -3.2709  -0.5227  -0.2282
H  -4.9515  -3.9702  -1.6539  0.5647
H  -5.3724  -2.9985  -0.1436  0.2871
C  -3.1628  -2.3119  2.5685  -1.7420
O  -3.8544  -1.1208  2.7644  -0.2963
C  -4.5726  -0.6968  1.6094  1.7312
C  -5.1614  0.6972  1.8352  -1.3836
O  -4.1252  1.5383  2.3777  0.5538
C  -4.0344  1.5880  3.8198  -0.3379
C  -3.4979  2.9146  4.2459  0.2651
O  -4.4561  3.8726  4.1390  -0.4512
C  -3.9646  5.1742  4.4330  -0.5937
H  -2.8337  -2.7256  3.5194  0.0821
H  -2.2740  -2.1941  1.9011  0.8313
H  -3.8164  -3.0096  2.1186  0.6670
H  -5.3734  -1.3587  1.2444  0.3895
H  -3.8585  -0.6100  0.7029  -0.9197
H  -5.9592  0.5933  2.5831  0.5066
H  -5.6795  1.0145  0.9403  -0.2507
H  -3.3074  0.8333  4.1901  -0.5666
H  -4.9852  1.4395  4.3367  0.4619
H  -2.7348  3.0154  3.5161  -0.2865
H  -3.1013  2.7886  5.2474  0.6147
H  -3.1394  5.3444  3.7217  0.1069
H  -3.5935  5.3042  5.4215  0.3715
H  -4.7790  5.8821  4.2066  0.2106
C  9.5531  -3.1117  6.1980  -0.7346
O  8.8417  -2.0705  5.6461  -0.3012
C  8.9425  -0.8654  6.3724  -0.5760
C  8.0489  0.1257  5.7591  -0.5395
O  6.6869  -0.2470  5.8729  -0.1433
C  5.8671  0.5078  4.9808  -1.1686
C  4.5349  -0.1264  4.7968  0.4472
O  3.6622  0.2338  5.8163  -0.0007
C  2.4468  -0.4487  5.7320  0.8816
H  9.0249  -3.5520  7.0676  0.2307
H  10.5500  -2.7534  6.4570  0.3236
H  9.5984  -3.8352  5.4411  0.2621
H  9.9441  -0.4543  6.3251  0.4342
H  8.7297  -0.9908  7.4849  0.3073
H  8.3324  0.3006  4.6638  0.2875
H  8.1879  1.0677  6.3246  0.3168
H  6.3919  0.4650  4.0171  0.4336
H  5.9137  1.5028  5.3557  0.4165
H  4.6868  -1.2133  4.8983  0.2713
H  4.0645  0.0506  3.8087  -0.2907
H  2.5221  -1.5521  5.9093  0.0303
H  1.9438  -0.3096  4.7661  -0.4965
H  1.7306  -0.0459  6.4590  -0.4250
C  7.2721  -6.2247  9.5558  -0.6209
O  6.6569  -5.4764  10.5870  -0.3700
C  5.3441  -5.9130  10.7913  -0.6059
C  4.3155  -5.5530  9.8031  -0.1554
O  3.5802  -4.4316  10.2613  -0.3793
C  2.6899  -4.0382  9.2520  -0.6882
C  2.0772  -2.6875  9.6804  -0.0795
O  0.8151  -2.5612  9.0675  -0.3982
C  0.2350  -1.3410  9.4910  -0.6596
H  6.9887  -7.3118  9.6850  0.3214
H  8.3505  -6.0762  9.6213  0.2337
H  6.9302  -5.8922  8.5556  0.2089
H  5.0242  -5.5029  11.7537  0.3288
H  5.3538  -7.0339  10.9856  0.3697
H  3.5719  -6.3359  9.7631  0.2858
H  4.7541  -5.3089  8.8387  0.2178
H  1.9199  -4.7853  9.1983  0.3912
H  3.1711  -4.0100  8.2553  0.2542
H  2.7201  -1.8708  9.2847  -0.0043
H  1.9453  -2.5695  10.7430  0.3990
H  0.6704  -0.4406  9.0792  0.4173
H  0.3978  -1.3376  10.6057  0.4467
H  -0.8539  -1.3158  9.3970  -0.0297
C  0.4607  0.7556  -3.3497  0.1992
O  -0.2686  0.4002  -2.1712  0.5654
C  -0.4005  -1.0216  -1.9527  -0.1425
C  -1.2911  -1.2470  -0.7265  0.6820
O  -0.7028  -0.8993  0.5204  1.8825
C  -0.9853  0.3897  0.9507  1.4185
C  0.0652  0.8643  1.8573  -1.0512
O  0.3691  -0.0070  2.9404  0.6425
C  -0.6369  0.0369  3.9261  0.7708
H  0.5613  1.8289  -3.3774  -0.2958
H  -0.0532  0.3784  -4.2259  0.1150
H  1.4047  0.2409  -3.4403  -0.6060
H  0.6287  -1.3707  -1.7960  -0.5362
H  -0.9043  -1.5468  -2.7981  0.2614
H  -1.3959  -2.3154  -0.7264  -0.4034
H  -2.2926  -0.7956  -0.8678  -1.0268
H  -1.9680  0.3977  1.4078  -0.0927
H  -0.9680  1.0670  0.0842  -0.4663
H  -0.2426  1.8010  2.2582  -0.1423
H  1.0133  0.9740  1.3475  -1.0063
H  -1.5744  -0.3676  3.5590  -0.6204
H  -0.8192  1.0538  4.3325  -0.4323
H  -0.3472  -0.5832  4.7548  -0.0174
C  4.8846  -4.4240  -3.1883  -0.7165
O  4.2937  -3.6955  -4.2427  -0.5082
C  3.2281  -2.8431  -3.8015  -0.2279
C  1.9745  -3.6535  -3.4180  -0.3389
O  1.2810  -4.1944  -4.6036  0.7775
C  1.8008  -5.2735  -5.2401  -0.4530
C  0.7345  -5.8888  -6.1615  -1.0864
O  -0.0268  -4.9093  -6.8335  -0.1519
C  0.6526  -4.4319  -8.0280  -0.7133
H  5.8230  -4.8941  -3.5679  0.3246
H  4.2843  -5.2845  -2.8362  0.2830
H  5.2200  -3.8177  -2.3260  0.2429
H  2.9208  -2.1696  -4.5950  0.0864
H  3.5765  -2.3011  -2.9310  0.1911
H  1.2343  -3.0118  -2.9388  -0.4394
H  2.2778  -4.5123  -2.8289  0.4339
H  2.1000  -6.0511  -4.5228  0.3513
H  2.6628  -5.1077  -5.9179  0.2715
H  0.0533  -6.3832  -5.4890  0.3846
H  1.2455  -6.6336  -6.8632  0.3290
H  1.0170  -5.3035  -8.6223  0.3390
H  1.4932  -3.7031  -7.8005  0.2195
H  -0.0792  -3.8899  -8.6104  0.2069
C  1.9919  2.6507  -1.0836  0.8790
O  2.8859  3.2238  -0.1638  1.9827
H  0.9774  3.1169  -0.9836  -0.7229
H  2.2909  2.9485  -2.0972  0.3645
H  1.9247  1.5560  -1.0267  -0.5668
H  2.8071  4.2044  -0.2056  -1.1242
C  -3.8687  2.1143  -1.0757  1.4872
O  -5.1964  2.2665  -1.5801  -0.5042
H  -3.2869  2.9165  -1.5405  -0.1663
H  -3.8627  2.2128  0.0212  -0.7240
H  -3.4451  1.1195  -1.3535  -0.0621
H  -5.7973  1.5215  -1.4436  -0.0827
C  -0.2622  -1.2110  -6.4656  -0.5429
O  -0.6952  -2.2591  -5.6017  0.4727
H  0.7399  -0.8371  -6.1601  0.0110
H  -0.1474  -1.6375  -7.4869  0.1781
H  -1.0046  -0.4078  -6.3639  0.0868
H  -0.2246  -3.0963  -5.7361  -0.2613
C  3.6492  2.8708  3.0008  0.1069
O  4.4541  2.1721  2.1070  -0.4387
H  3.4606  3.9089  2.7372  0.2734
H  2.6318  2.4549  3.1149  -0.3018
H  4.0799  2.7865  3.9960  0.2268
H  4.0074  2.1022  1.2652  -0.3206
C  2.8867  -1.0175  1.0788  0.3371
O  1.9320  -1.5647  0.1919  0.2252
H  2.6374  -1.0908  2.1207  -1.0138
H  3.8853  -1.4272  0.9214  0.9633
H  2.9288  0.0688  0.8794  -0.2833
H  1.0201  -1.3833  0.5308  -0.5762
C  4.3509  0.6021  -1.8683  1.0310
O  5.3648  -0.0097  -2.6165  -0.7428
H  4.2489  0.0947  -0.9205  0.3035
H  4.6209  1.6285  -1.5639  -0.2305
H  3.4087  0.5654  -2.3914  -0.7757
H  5.6855  0.6159  -3.2793  0.3206
C  -3.5707  1.9431  -4.4149  -0.3184
O  -4.1028  3.2229  -4.1198  -0.6063
H  -2.8048  1.6233  -3.7677  -0.1283
H  -4.3829  1.2046  -4.4182  0.3457
H  -3.1790  2.1585  -5.4028  0.3529
H  -4.6290  3.0572  -3.3323  0.3229
C  -0.6971  -4.5887  6.5884  -0.7662
O  -0.2016  -3.2533  6.4307  -0.1316
H  -1.2858  -4.6935  7.5154  0.2563
H  -1.1867  -4.7892  5.6494  0.1411
H  0.1280  -5.2527  6.7617  0.3117
H  0.2893  -3.0270  7.2590  0.1928
C  2.1645  -3.5474  3.3859  -0.4004
O  1.1750  -4.2680  4.0940  -0.4764
H  2.5887  -4.2244  2.6557  0.5025
H  1.7655  -2.7415  2.8207  0.0295
H  2.9200  -3.1503  4.0512  0.4125
H  0.8665  -3.7510  4.8480  0.2976
C  -5.5722  5.0501  0.8936  -0.3206
S  -6.9522  6.0056  1.5900  0.3197
O  -6.5305  6.2657  3.0579  -0.6358
C  -8.1602  4.6557  1.7383  -0.6326
H  -4.7190  5.7110  0.7121  0.2926
H  -5.7368  4.5485  -0.0418  0.3370
H  -5.2654  4.2945  1.6519  -0.1857
H  -8.2464  4.0654  0.8076  0.0608
H  -9.1370  5.0295  2.0400  0.4090
H  -7.9008  3.9642  2.5215  0.2590
C  2.6104  1.3751  -9.3845  -0.4596
S  1.5165  2.7891  -9.6313  0.3750
O  0.1312  2.3372  -9.2199  -0.5738
C  2.1167  3.8301  -8.2349  -0.4069
H  2.5511  1.0591  -8.3175  -0.1711
H  3.6854  1.6238  -9.5286  0.3122
H  2.3993  0.5558  -10.0752  0.4314
H  1.4545  4.6413  -8.1466  0.4587
H  3.1035  4.1586  -8.4700  0.3806
H  2.1350  3.2774  -7.2986  -0.2910
C  -1.1291  4.5889  -4.4122  -1.3208
S  -1.1523  4.7730  -2.5655  1.2393
O  0.2821  5.2327  -2.3615  -0.8684
C  -2.1896  6.3099  -2.6204  -1.4575
H  -0.3436  5.2393  -4.7066  0.6848
H  -2.1237  4.7272  -4.8739  0.3704
H  -0.7878  3.5432  -4.6316  0.0287
H  -3.1505  6.0700  -3.0429  0.3920
H  -1.6748  7.0869  -3.1294  0.4436
H  -2.2186  6.5758  -1.5442  0.3410

Cartesian forces (eV/Å) of the 3 atoms listed first:
C 0.7 1.0 -0.2
O -0.2 -1.1 -0.5
C -0.7 -0.1 0.3